(1)
This record from the Open Molecules 2025 dataset describes one molecule with the formula C3H6N3P. The level of theory is ωB97M-V/def2-TZVPD.

Summary:
SMILES: CPn1cncn1
Net charge: 0
Gap between HOMO and LUMO (eV): 9.63
LUMO level (Ha): 0.02970

Geometry (Å):
C1 1.5053 0.4668 0.4538
P1 0.5487 0.2331 -1.1480
N1 -1.0531 -0.0464 -0.5988
C2 -1.9971 0.8498 0.6075
N2 -3.0041 0.1128 0.5785
C3 -2.9941 -0.9254 -0.3164
N3 -1.8401 -0.9730 -0.9820
H1 2.5283 0.6538 0.2192
H2 1.3985 -0.6462 0.7975
H3 1.3019 1.2799 1.2223
H4 0.2015 1.5413 -1.5828
H5 -1.7192 1.6827 1.1436
H6 -3.7337 -1.6975 -0.3972

(2)
This record from the Open Molecules 2025 dataset describes an isolated ion of composition C3H6N3S and charge +1. The level of theory is ωB97M-V/def2-TZVPD.

Summary:
Net charge: +1
Gap between HOMO and LUMO (eV): 9.55
LUMO level (Ha): -0.14808

Geometry (Å):
C1 -1.0676 0.9078 0.3573
C2 -2.0378 0.3616 -0.4298
C3 0.1297 -0.8552 -0.5755
N1 0.0346 0.0897 0.3300
N2 1.2615 -1.4099 -0.9571
N3 1.4341 0.7756 1.1297
S1 -1.4354 -1.0415 -1.2237
H1 -1.0723 1.9104 0.8644
H2 -2.9968 0.8989 -0.7387
H3 2.1104 -1.2686 -0.4346
H4 1.2030 -2.2453 -1.5011
H5 1.4191 0.1953 1.8778
H6 1.0175 1.6813 1.3013

Q: Which of these has the highest LUMO level?
A: C3H6N3P

Q: LUMO level of number 1 (C3H6N3P)?
A: 0.02970 Ha

Q: Which of these has the highest net charge?
A: C3H6N3S

Q: Look up the LUMO level of the first one.
A: 0.02970 Ha